This record from the Open Molecules 2025 dataset describes a 8-piece molecular cluster, C28H72F6N6O12 overall. The level of theory is the ωB97M-V functional and the def2-TZVPD basis.

Element x y z (Å)
C  -2.7581  -2.8558  -0.4561
C  -2.8848  -1.9711  -1.6822
C  -4.2515  -2.0908  -2.3146
O  -4.4796  -0.8949  -3.0613
C  -5.4504  -0.9516  -4.1054
N  -2.5745  -0.5506  -1.3321
H  -2.5718  -0.0281  -2.2371
H  -3.3220  -0.0624  -0.8230
H  -1.6697  -0.3751  -0.9098
H  -2.8982  -3.9015  -0.7383
H  -3.4803  -2.6703  0.3456
H  -1.7837  -2.7589  0.0184
H  -2.1379  -2.2691  -2.4157
H  -5.1102  -2.2292  -1.6310
H  -4.2348  -2.9672  -2.9857
H  -6.2592  -1.6526  -3.9108
H  -4.9161  -1.0708  -5.0439
H  -5.8916  0.0461  -4.1121
C  2.9433  2.5345  4.0539
C  2.4485  1.1172  3.9338
C  3.3073  0.1143  4.6670
O  3.3865  0.5393  5.9976
C  4.2109  -0.3594  6.7795
N  1.0164  1.0209  4.4668
H  1.0695  0.9127  5.4890
H  0.5790  1.9248  4.2490
H  0.4461  0.2944  4.0038
H  3.9447  2.6422  3.6308
H  2.9832  3.0077  5.0369
H  2.3639  3.2412  3.4406
H  2.3738  0.9518  2.8582
H  4.3099  0.0812  4.2392
H  2.8352  -0.8716  4.5230
H  5.1364  -0.7203  6.3337
H  3.5683  -1.1966  7.0829
H  4.4540  0.1794  7.6955
C  4.2317  1.8005  -0.4550
C  4.1710  0.4475  -1.1220
C  4.5690  -0.6794  -0.1872
O  3.4891  -0.9678  0.6944
C  3.5907  -2.2544  1.2966
N  2.7998  0.1302  -1.6474
H  2.5669  0.8644  -2.3195
H  2.9245  -0.7587  -2.2053
H  2.0519  0.0264  -0.9440
H  3.8723  2.6806  -0.9890
H  5.2902  1.9627  -0.2533
H  3.6223  1.7489  0.4534
H  4.7968  0.3091  -2.0055
H  5.3317  -0.2454  0.4789
H  5.0082  -1.5335  -0.7029
H  3.8783  -3.0080  0.5444
H  2.6003  -2.5658  1.6141
H  4.4072  -2.2701  2.0261
C  -5.0912  -4.9185  4.1719
C  -3.5868  -4.9095  4.1718
C  -2.9240  -3.9030  3.2806
O  -1.5348  -4.0771  3.4683
C  -0.7168  -3.4689  2.4606
N  -3.0179  -4.7611  5.5619
H  -3.7579  -5.1148  6.2017
H  -2.2483  -5.4255  5.7106
H  -2.8044  -3.8563  6.0031
H  -5.4816  -5.1022  3.1715
H  -5.5393  -3.9861  4.5182
H  -5.4438  -5.7665  4.7668
H  -3.2206  -5.8743  3.8226
H  -3.1710  -2.8874  3.6245
H  -3.1571  -4.0401  2.2239
H  0.2554  -3.3542  2.9358
H  -1.0562  -2.4713  2.1828
H  -0.6280  -4.1483  1.6118
C  1.9344  4.9689  0.3985
C  0.4341  5.0299  0.1665
C  0.1265  6.3268  -0.5377
O  -1.2417  6.3228  -0.7566
C  -1.7442  7.5959  -1.2182
N  0.0497  3.8910  -0.7276
H  0.1447  2.9882  -0.2090
H  -1.0290  3.8395  -0.8055
H  0.4628  3.8537  -1.6557
H  2.1848  5.7197  1.1527
H  2.4915  5.3345  -0.4680
H  2.2703  3.9731  0.6829
H  -0.1847  4.9573  1.0507
H  0.7608  6.4550  -1.4313
H  0.4060  7.1842  0.0968
H  -2.7984  7.3875  -1.3511
H  -1.2903  7.8538  -2.1742
H  -1.5685  8.3450  -0.4469
N  0.1901  0.3270  0.8359
O  -0.2082  -0.3453  1.8314
O  0.1228  -0.1411  -0.3375
O  0.6658  1.4798  1.0641
C  -2.5738  2.7683  -2.4676
O  -2.0916  1.6652  -3.1952
O  -2.0092  2.7694  -1.2671
C  -2.4017  4.0065  -3.3408
F  -1.1888  4.5051  -3.4006
F  -2.7591  3.7123  -4.5807
F  -3.1952  4.9827  -2.9135
C  -0.7366  1.6856  -3.6220
C  -0.5953  0.6766  -4.7628
H  -0.5809  -0.3365  -4.3720
H  -1.4641  0.8081  -5.4102
H  0.2724  0.9834  -5.3469
H  -0.1653  1.3269  -2.7469
H  -0.4297  2.6697  -3.9837
H  -3.6674  2.6570  -2.4855
C  2.2011  -1.9783  -4.6155
O  2.0829  -2.8163  -3.4606
O  3.4256  -1.5080  -4.6019
C  1.7958  -2.6930  -5.9055
F  2.2962  -3.9103  -6.0806
F  0.4198  -2.8143  -5.9102
F  2.0633  -1.9493  -6.9612
C  0.8384  -2.8424  -2.8364
C  0.9105  -3.6663  -1.5618
H  1.6597  -3.2968  -0.8591
H  -0.0746  -3.5011  -1.1132
H  1.0874  -4.7082  -1.7983
H  0.0860  -3.3502  -3.4753
H  0.3208  -1.8672  -2.7108
H  1.5141  -1.1072  -4.6259

Forces on atoms 1 to 3 (eV/Å):
C 0.1 -0.4 0.4
C 0.1 -0.3 1.1
C -1.0 0.5 -1.3

For the molecular weight, the calculation gives 798.90 Da. As for the LUMO energy: -5.331 eV. As for the spin multiplicity: 1. The total energy comes out at -79997.230 eV. Its net charge is +2.

This record from the Open Molecules 2025 dataset describes a 4-piece molecular cluster, C3H11O2S overall. The level of theory is the ωB97M-V functional and the def2-TZVPD basis.

Element x y z (Å)
C  -0.3286  -0.7058  1.4955
C  -0.2831  0.3818  0.4549
C  -1.5527  1.1054  0.1730
S  -2.7886  -0.0109  -0.5249
H  -1.2431  -1.2887  1.3704
H  -0.3419  -0.2928  2.5062
H  0.5418  -1.3458  1.3453
H  0.5961  1.0077  0.6176
H  -0.1010  -0.1500  -0.6000
H  -1.3728  1.9491  -0.4983
H  -1.9180  1.5304  1.1147
H  -0.2395  -0.8865  -0.9939
H  2.8498  -1.5706  -0.3335
O  2.0429  -1.0596  -0.2302
H  0.8408  1.0274  -2.1128
H  1.6709  -0.1907  -1.5129
O  1.6270  0.4994  -2.2709

Forces on atoms 1 to 3 (eV/Å):
C -0.3 -0.5 -0.3
C 0.1 0.4 2.6
C -0.5 -0.2 -1.1

For the molecular weight, the calculation gives 111.19 Da. As for the LUMO energy: 2.526 eV. Its relative energy (zero: lowest compared OMol25 entry of this formula, charge and spin) is 486.7 kJ/mol. As for the spin multiplicity: 1. The total energy comes out at -18216.269 eV. Its net charge is -1.

This record from the Open Molecules 2025 dataset describes one molecule with the formula C3H4N2O. The level of theory is the ωB97M-V functional and the def2-TZVPD basis.

Element x y z (Å)
C  1.7638  0.9622  -0.1881
C  -1.1269  -0.9651  0.2623
C  -2.5342  -0.9334  -0.0950
H  1.6572  2.2370  -0.0024
H  1.7028  0.9227  -1.3625
H  2.7475  0.6130  0.2143
H  -1.0962  -1.7124  1.2260
N  -0.3487  -0.2063  -0.2930
N  -3.6675  -0.9971  -0.2812
O  0.9023  0.0795  0.5196

Forces on atoms 1 to 3 (eV/Å):
C 0.7 2.7 -1.3
C -3.0 -3.7 4.2
C 0.0 -0.4 -1.0

For the molecular weight, the calculation gives 84.08 Da. As for the LUMO energy: -0.171 eV. Its relative energy (zero: lowest compared OMol25 entry of this formula, charge and spin) is 467.1 kJ/mol. As for the spin multiplicity: 1. The total energy comes out at -8199.045 eV.

This record from the Open Molecules 2025 dataset describes a 6-piece molecular cluster, C15H36NO18S4 overall. The level of theory is the ωB97M-V functional and the def2-TZVPD basis.

Element x y z (Å)
N  0.0785  0.4861  -1.2998
O  0.8055  1.4951  -1.0298
O  -1.0735  0.5251  -0.9118
O  0.5395  -0.5329  -1.7348
O  6.1755  -1.1599  -2.7138
S  5.2545  -2.3239  -2.4628
O  4.6085  -2.8989  -3.6378
O  6.3485  -3.5429  -2.0178
C  7.0105  -4.3559  -2.9818
C  8.1115  -5.1309  -2.3688
C  4.0815  -2.2589  -1.2818
H  7.3335  -3.5269  -3.8058
H  6.2725  -4.9179  -3.4508
H  8.3025  -5.7499  -3.2248
H  7.9045  -5.4779  -1.3758
H  9.0705  -4.2749  -2.5148
H  3.2515  -1.6139  -1.6338
H  4.4825  -1.8579  -0.2688
H  3.5685  -3.1309  -0.8688
O  -2.1305  6.5001  -1.4178
S  -1.8685  5.0611  -1.0798
O  -2.4105  4.6241  0.2102
O  -2.6295  4.3841  -2.3478
C  -2.5125  3.0541  -2.8508
C  -3.0465  2.7711  -4.2578
C  -0.1575  4.8031  -1.2718
H  -3.0055  2.3691  -2.3518
H  -1.5695  2.6841  -2.8998
H  -2.8285  3.5571  -5.0188
H  -4.2275  3.2141  -4.2288
H  -2.9825  1.8611  -4.7208
H  0.5355  5.7181  -0.8088
H  0.0895  4.9501  -2.4218
H  0.0825  3.8541  -0.7748
O  -0.2595  -4.5639  -0.2868
S  -0.8805  -4.2869  0.9472
O  -1.2365  -5.3639  1.8502
O  0.1135  -3.2689  1.8682
C  0.1815  -1.9479  1.3432
C  1.3845  -1.2479  2.0942
C  -2.4865  -3.5619  0.7842
H  -0.8615  -1.2969  1.5862
H  0.4995  -1.9599  0.1822
H  2.2695  -1.8419  1.6592
H  1.3455  -1.1349  3.2012
H  1.4185  -0.2769  1.8342
H  -3.0145  -4.1279  0.1322
H  -2.4325  -2.7619  -0.0448
H  -2.8285  -3.1229  1.7062
O  -2.5705  2.2521  3.2082
S  -1.6065  1.4001  3.8322
O  -1.5095  0.0911  3.3512
O  -0.1005  2.0861  3.5102
C  0.2525  2.3781  2.1752
C  1.7905  2.6951  2.1222
C  -1.7175  1.2791  5.6352
H  -0.2305  3.2161  1.6142
H  -0.1155  1.5471  1.4372
H  1.8905  3.1871  1.1932
H  2.4195  1.7931  2.1912
H  1.9975  3.5181  2.8362
H  -2.8645  1.0131  5.9762
H  -1.4245  2.4021  5.8692
H  -0.9185  0.6561  6.1292
C  -5.6525  0.4931  1.4042
C  -4.3325  0.2441  0.8702
O  -4.5205  -0.0809  -0.3868
C  -5.7225  0.0571  -0.7588
O  -6.0345  -0.2939  -1.8718
O  -6.4955  0.3391  0.3232
H  -5.7665  1.4331  1.9212
H  -5.9765  -0.3179  2.2102
H  -4.0855  -0.7149  1.3092
H  -3.3835  0.9331  0.8642

Forces on atoms 1 to 3 (eV/Å):
N 0.9 2.0 2.6
O 0.4 0.1 -0.8
O -2.8 0.1 0.2

For the molecular weight, the calculation gives 646.71 Da. As for the LUMO energy: 1.687 eV. Its relative energy (zero: lowest compared OMol25 entry of this formula, charge and spin) is 83.5 kJ/mol. As for the spin multiplicity: 1. The total energy comes out at -97812.551 eV. Its net charge is -1.

This record from the Open Molecules 2025 dataset describes C25H25BrCrF6N3O5S8 as an isolated structure. The level of theory is the ωB97M-V functional and the def2-TZVPD basis.

Element x y z (Å)
Cr  -1.4362  0.7884  -0.7663
S  -5.7358  -0.3117  -1.0873
C  -4.1424  0.1442  -1.0525
S  -3.5472  1.6192  -0.3600
S  -2.8281  -0.8258  -1.6766
C  2.5828  -3.3215  4.8591
C  2.9370  -2.8278  3.4568
C  3.4340  -4.0290  2.6414
C  4.0707  -1.7993  3.5799
C  1.7457  -2.1734  2.7593
C  1.8676  -1.7435  1.4402
C  0.8121  -1.0855  0.8584
Br  0.9491  -0.4805  -0.9304
C  -0.3980  -0.7805  1.4973
O  -1.3074  -0.0552  0.8940
C  -0.5587  -1.2820  2.8027
C  0.5262  -1.9416  3.3845
C  -1.8541  -1.1921  3.6326
C  -3.0144  -0.4427  2.9659
C  -2.3377  -2.6254  3.9065
C  -1.5560  -0.4946  4.9687
H  3.4571  -3.8024  5.3059
H  1.7698  -4.0505  4.8344
H  2.2829  -2.4998  5.5123
H  4.2702  -4.5158  3.1527
H  3.7782  -3.7295  1.6506
H  2.6348  -4.7611  2.5086
H  4.9359  -2.2351  4.0902
H  3.7361  -0.9262  4.1436
H  4.3935  -1.4521  2.5967
H  2.7780  -1.8923  0.8733
H  0.3953  -2.2921  4.3990
H  -3.3442  -0.9229  2.0445
H  -2.7640  0.5861  2.7270
H  -3.8535  -0.4455  3.6698
H  -2.5510  -3.1401  2.9672
H  -3.2587  -2.5970  4.4961
H  -1.5988  -3.2128  4.4568
H  -1.2050  0.5219  4.7925
H  -0.8026  -1.0226  5.5586
H  -2.4721  -0.4437  5.5647
F  2.2352  1.5681  1.9089
C  2.2192  2.4266  2.9201
F  3.1043  3.3975  2.6670
F  2.6193  1.7856  4.0277
S  0.5356  3.1180  3.2032
O  -0.3246  1.9725  3.2340
O  0.7167  3.9258  4.3747
N  0.3014  4.0913  1.9831
S  -0.3001  3.7358  0.5764
O  -0.1063  2.3421  0.1527
O  -1.5644  4.3449  0.3115
C  0.9199  4.6552  -0.4420
F  0.5708  4.5811  -1.7240
F  0.9512  5.9426  -0.0862
F  2.1433  4.1480  -0.3016
S  -0.5529  -2.3539  -6.6030
C  -0.7013  -0.8798  -5.8160
S  -0.7648  -0.7850  -4.1002
C  -0.9489  0.9394  -4.1562
N  -0.9938  1.4039  -5.3639
N  -0.8430  0.3796  -6.2918
C  -0.9114  0.8109  -7.6501
C  -1.6154  1.9805  -7.9321
C  -1.6942  2.4406  -9.2349
C  -1.0721  1.7536  -10.2700
C  -0.3634  0.6001  -9.9775
C  -0.2754  0.1227  -8.6758
S  -1.0146  1.9878  -2.7775
H  -2.0900  2.5156  -7.1241
H  -2.2508  3.3471  -9.4381
H  -1.1368  2.1169  -11.2880
H  0.1373  0.0533  -10.7673
H  0.2789  -0.7748  -8.4583

Forces on atoms 1 to 3 (eV/Å):
Cr -0.8 -0.4 0.2
S 0.2 0.1 0.0
C -0.2 -0.1 0.0

For the molecular weight, the calculation gives 949.91 Da. As for the LUMO energy (spin up / spin down): 3.852 / 3.853 eV. Its relative energy (zero: lowest compared OMol25 entry of this formula, charge and spin) is 0.0 kJ/mol. As for the spin multiplicity: 2. The total energy comes out at -242493.581 eV. Its net charge is -2.

no.,largest force on an atom (eV/A)
1,2.863
2,2.584
3,6.389
4,8.584
5,0.923